{
  "formula": "C15H7N6O6",
  "method": "ωB97M-V with the def2-TZVPD basis set",
  "charge": -1,
  "total_energy_ev": -36884.8332,
  "gap_ha": 0.2416,
  "largest_force_ev_per_a": 3.6,
  "spin_multiplicity": 1,
  "symbols": ["C", "C", "N", "C", "C", "C", "C", "C", "C", "C", "N", "H", "H", "H", "H", "H", "O", "N", "O", "C", "C", "C", "N", "O", "O", "C", "C", "N", "O", "O", "N", "C", "H", "H"],
  "coordinates": [[-0.190, 0.865, 2.430], [0.277, 2.189, 2.730], [0.638, 3.296, 2.776], [0.896, -0.158, 2.375], [0.584, -1.518, 2.534], [1.586, -2.477, 2.549], [2.921, -2.099, 2.377], [3.246, -0.745, 2.236], [2.237, 0.207, 2.167], [-1.291, 0.529, 3.285], [-2.211, 0.214, 3.927], [-0.467, -1.806, 2.636], [1.325, -3.529, 2.688], [3.710, -2.845, 2.419], [4.289, -0.431, 2.143], [2.482, 1.257, 1.967], [-2.811, -3.228, -2.099], [-3.376, -2.378, -1.388], [-4.599, -2.413, -1.125], [-2.618, -1.288, -0.817], [-3.290, -0.350, -0.017], [-2.572, 0.689, 0.589], [-3.296, 1.747, 1.276], [-4.545, 1.713, 1.309], [-2.627, 2.674, 1.794], [-1.123, 0.774, 0.609], [-0.520, -0.117, -0.306], [0.788, -0.057, -0.796], [1.747, 0.644, -0.512], [0.806, -0.934, -1.883], [-0.410, -1.613, -2.025], [-1.195, -1.102, -1.037], [-4.356, -0.410, 0.139], [-0.681, 1.798, 0.650]],
  "forces_ev_per_angstrom": [[-0.42, -1.29, 0.34], [0.37, 2.17, -0.94], [-0.42, -1.72, 0.18], [0.53, -0.58, 0.10], [-0.21, 0.37, -0.08], [0.33, -0.10, -0.27], [-0.16, 0.28, 0.48], [-0.17, -0.29, -0.35], [-0.19, 0.23, 0.44], [-1.52, -0.81, 1.27], [1.37, 0.43, -1.03], [0.36, 0.03, 0.11], [0.09, 0.33, -0.09], [-0.11, 0.07, -0.05], [-0.34, -0.14, -0.06], [-0.08, -0.46, 0.25], [-0.46, 1.29, 0.97], [-0.72, -0.39, -0.17], [1.57, -0.08, -0.43], [-0.41, -0.05, 0.37], [1.30, -0.12, -0.02], [-0.17, 0.11, 0.76], [-0.51, 0.75, 0.35], [1.82, -0.04, -0.12], [-0.88, -1.56, -0.88], [0.55, 3.40, 1.00], [2.66, -0.51, -0.77], [-3.08, -0.03, 0.25], [-0.46, -0.49, -0.66], [0.39, -0.11, 0.51], [-0.61, 1.15, 1.90], [0.40, -1.07, -2.15], [0.02, 0.00, -0.16], [-0.85, -0.76, -1.04]]
}


{
  "formula": "C15H8CuN3O5",
  "method": "ωB97M-V with the def2-TZVPD basis set",
  "charge": 1,
  "total_energy_ev": -75022.4681,
  "s_squared": 0.761,
  "gap_ha": [0.2780, 0.2232],
  "largest_force_ev_per_a": 5.3,
  "spin_multiplicity": 2,
  "symbols": ["O", "C", "Cu", "C", "O", "C", "O", "C", "O", "C", "O", "H", "N", "C", "C", "C", "C", "C", "C", "C", "N", "C", "C", "N", "C", "H", "H", "H", "H", "H", "H", "H"],
  "coordinates": [[-1.199, -3.940, 1.643], [-0.656, -3.310, 0.870], [0.304, 1.030, 0.169], [1.183, 2.363, -0.755], [1.525, 3.147, -1.523], [0.945, -0.890, -1.465], [1.374, -1.065, -2.597], [-0.351, -0.246, -1.214], [-1.461, -0.514, -1.584], [1.706, 0.315, 1.177], [2.688, 0.011, 1.694], [1.467, -1.091, -0.473], [-6.563, 2.167, 8.400], [-5.933, 2.107, 7.416], [-5.195, 2.044, 6.193], [-4.010, 1.280, 6.152], [-3.273, 1.219, 4.960], [-3.708, 1.955, 3.848], [-4.912, 2.670, 3.873], [-5.658, 2.723, 5.050], [-2.954, 1.924, 2.647], [-3.241, 2.662, 1.488], [-2.207, 2.452, 0.627], [-1.317, 1.562, 1.193], [-1.787, 1.244, 2.407], [-3.613, 0.751, 7.033], [-2.335, 0.655, 4.920], [-5.221, 3.193, 2.975], [-6.579, 3.308, 5.062], [-4.066, 3.348, 1.404], [-2.065, 2.848, -0.362], [-1.356, 0.554, 3.132]],
  "forces_ev_per_angstrom": [[0.82, 0.92, -1.20], [-0.80, -0.84, 1.18], [-1.00, 0.51, 1.10], [1.13, 3.75, -3.50], [-0.78, -2.37, 2.45], [2.55, -1.91, -1.76], [-0.81, 0.65, 2.56], [-4.43, -0.61, -1.26], [2.77, 0.76, 0.99], [3.89, -1.48, 2.67], [-2.97, 0.92, -1.52], [-0.17, -0.46, -1.56], [1.46, -0.15, -2.16], [-1.68, 0.23, 2.32], [0.46, -0.25, -0.42], [0.37, 0.09, -0.62], [-0.25, 0.51, 0.22], [-0.59, -0.57, 0.69], [0.47, -0.20, 0.40], [0.42, -0.14, -0.19], [0.79, 0.03, -1.46], [0.82, -0.06, 0.48], [-0.47, -0.40, 0.64], [-0.37, -0.25, 0.75], [-0.62, 0.85, -0.55], [-0.53, 0.37, -0.44], [-0.51, 0.22, 0.17], [-0.24, -0.04, 0.36], [0.28, -0.27, 0.18], [0.04, -0.20, 0.03], [-0.01, 0.04, -0.02], [-0.03, 0.34, -0.52]]
}


{
  "formula": "C15H8DyN3O5",
  "method": "ωB97M-V with the def2-TZVPD basis set",
  "charge": 2,
  "total_energy_ev": -54456.3951,
  "s_squared": 9.342,
  "gap_ha": [0.1991, 0.2049],
  "largest_force_ev_per_a": 6.0,
  "spin_multiplicity": 6,
  "symbols": ["O", "C", "Dy", "O", "C", "C", "O", "C", "O", "C", "O", "H", "N", "C", "C", "C", "C", "C", "C", "C", "N", "C", "C", "N", "C", "H", "H", "H", "H", "H", "H", "H"],
  "coordinates": [[1.560, -3.438, -4.126], [0.650, -3.087, -3.519], [-1.346, -2.210, -2.141], [-0.999, 0.983, -3.717], [-1.121, -0.057, -3.240], [-3.533, -1.502, -1.471], [-4.581, -1.120, -1.175], [-2.711, -4.078, -1.442], [-3.379, -4.942, -1.017], [-2.775, -2.914, -4.046], [-3.460, -3.184, -4.931], [-1.466, -4.219, -1.640], [2.681, 6.106, 3.691], [2.327, 5.092, 3.224], [1.902, 3.836, 2.660], [2.304, 2.621, 3.226], [1.895, 1.405, 2.672], [1.078, 1.402, 1.538], [0.660, 2.608, 0.958], [1.075, 3.821, 1.526], [0.673, 0.180, 0.968], [1.030, -1.104, 1.407], [0.439, -1.992, 0.571], [-0.277, -1.271, -0.391], [-0.119, 0.040, -0.115], [2.942, 2.636, 4.108], [2.217, 0.471, 3.129], [0.019, 2.605, 0.070], [0.752, 4.765, 1.080], [1.667, -1.244, 2.251], [0.456, -3.070, 0.571], [-0.561, 0.859, -0.682]],
  "forces_ev_per_angstrom": [[-3.34, 1.19, 2.27], [3.73, -1.25, -2.64], [-0.08, -1.95, 1.64], [-0.54, -3.99, 1.88], [0.83, 5.22, -2.74], [-4.68, 2.48, 0.99], [3.72, -1.69, -0.93], [-1.33, -0.59, 0.85], [1.44, 1.54, -0.91], [-3.48, -1.32, -4.58], [2.68, 1.00, 3.55], [0.81, -1.02, -0.13], [-0.86, -2.41, -1.14], [0.82, 2.18, 1.09], [-0.28, -0.44, -0.37], [-0.04, -0.14, -0.06], [-0.08, 0.35, -0.11], [0.48, 1.52, 0.68], [0.30, 0.18, 0.40], [-0.23, -0.30, -0.32], [-0.56, -1.38, -0.83], [-0.42, 0.58, -0.59], [-0.12, 0.78, -0.16], [0.01, 0.56, 0.40], [0.50, -0.81, 0.63], [-0.14, -0.08, -0.19], [-0.02, 0.35, -0.02], [0.32, 0.26, 0.45], [0.13, -0.35, 0.17], [0.12, -0.15, 0.20], [0.09, 0.04, 0.11], [0.25, -0.37, 0.40]]
}


{
  "formula": "C15H8IN2OsS7",
  "method": "ωB97M-V with the def2-TZVPD basis set",
  "charge": 1,
  "total_energy_ev": -105074.8786,
  "gap_ha": [0.2261, 0.2069],
  "largest_force_ev_per_a": 1.3,
  "spin_multiplicity": 1,
  "symbols": ["Os", "S", "C", "S", "C", "C", "S", "S", "S", "S", "C", "N", "C", "C", "C", "C", "C", "C", "S", "H", "H", "H", "H", "I", "C", "C", "C", "C", "C", "N", "H", "H", "H", "H"],
  "coordinates": [[0.268, -0.178, -0.817], [7.023, 1.053, 1.414], [5.511, 0.778, 0.939], [5.067, 0.449, -0.725], [3.372, 0.246, -0.460], [2.919, 0.399, 0.857], [1.292, 0.253, 1.246], [4.136, 0.766, 2.029], [2.290, -0.127, -1.714], [-0.958, -0.088, -2.929], [-1.754, 1.079, -1.974], [-1.184, 1.240, -0.772], [-1.841, 2.187, 0.021], [-1.511, 2.576, 1.312], [-2.304, 3.531, 1.925], [-3.408, 4.081, 1.273], [-3.745, 3.687, -0.011], [-2.948, 2.734, -0.628], [-3.139, 2.045, -2.232], [-0.657, 2.146, 1.817], [-2.061, 3.858, 2.928], [-4.013, 4.822, 1.776], [-4.606, 4.107, -0.514], [-2.240, -1.605, 0.557], [-0.722, -2.830, -0.111], [-0.868, -4.201, -0.005], [0.177, -5.017, -0.393], [1.335, -4.421, -0.859], [1.401, -3.049, -0.948], [0.379, -2.234, -0.593], [-1.789, -4.609, 0.384], [0.090, -6.093, -0.322], [2.191, -5.008, -1.159], [2.294, -2.575, -1.313]],
  "forces_ev_per_angstrom": [[-0.14, -0.51, 1.19], [0.02, 0.02, 0.02], [-0.11, -0.06, -0.07], [0.17, 0.02, -0.05], [-0.27, -0.11, 0.16], [0.07, -0.03, -0.36], [-0.06, -0.02, -0.02], [0.04, 0.03, 0.10], [-0.14, 0.70, 0.05], [-0.15, -0.15, -0.09], [0.15, 0.07, 0.14], [0.22, 0.76, -0.68], [0.09, -0.16, -0.03], [-0.03, 0.03, 0.02], [0.02, -0.01, 0.00], [-0.02, 0.00, -0.01], [-0.02, 0.02, 0.01], [-0.03, -0.02, -0.02], [-0.08, 0.01, 0.01], [0.00, 0.02, -0.01], [-0.01, -0.01, -0.01], [0.01, -0.01, -0.01], [0.02, 0.00, 0.00], [-0.02, 0.30, 0.01], [0.16, -0.21, 0.02], [-0.03, 0.02, 0.02], [-0.01, -0.07, 0.01], [0.02, 0.01, 0.00], [-0.07, 0.01, 0.05], [0.17, -0.79, -0.43], [0.00, 0.01, 0.00], [0.00, 0.02, 0.01], [0.00, 0.02, -0.01], [0.02, 0.07, -0.03]]
}